(1)
{"formula": "C27H52P2SiSm", "method": "the ωB97M-V functional and the def2-TZVPD basis", "total_energy_ev": -73190.3585, "total_charge": 1, "e_above_lowest_ev": 1.073, "e_lumo_ev": [-2.978, -2.735], "multiplicity": 6, "species": ["Sm", "C", "C", "C", "C", "C", "C", "H", "H", "H", "C", "H", "H", "H", "C", "H", "H", "H", "C", "H", "H", "H", "C", "H", "H", "H", "C", "C", "C", "C", "C", "C", "C", "C", "H", "H", "H", "H", "H", "H", "H", "H", "H", "H", "H", "H", "P", "C", "C", "P", "C", "C", "C", "H", "H", "H", "H", "H", "H", "H", "H", "H", "H", "H", "H", "H", "H", "C", "Si", "C", "C", "C", "H", "H", "H", "H", "H", "H", "H", "H", "H", "H", "H"], "xyz": [[0.356, 0.049, -0.485], [-0.685, -2.359, 2.172], [0.590, -2.526, 1.546], [0.856, -1.172, 3.393], [-0.514, -1.519, 3.297], [1.545, -1.780, 2.309], [-1.936, -3.069, 1.838], [-1.956, -3.394, 0.796], [-2.810, -2.428, 2.016], [-2.070, -3.977, 2.450], [-1.572, -1.136, 4.260], [-2.458, -1.769, 4.139], [-1.888, -0.093, 4.129], [-1.225, -1.252, 5.295], [1.471, -0.377, 4.470], [1.057, -0.653, 5.451], [1.290, 0.699, 4.337], [2.553, -0.538, 4.509], [3.010, -1.769, 2.119], [3.494, -2.577, 2.695], [3.443, -0.822, 2.463], [3.302, -1.899, 1.070], [0.924, -3.478, 0.456], [1.316, -4.424, 0.874], [1.700, -3.092, -0.228], [0.045, -3.736, -0.153], [-1.357, 1.238, -2.956], [-1.945, -0.045, -3.592], [-1.058, -0.961, -4.447], [0.457, -1.085, -4.177], [0.868, -0.859, -2.671], [1.758, 0.416, -2.438], [1.270, 1.744, -3.076], [-0.121, 1.817, -3.701], [-1.184, -0.614, -5.487], [1.080, -0.453, -4.825], [-1.501, -1.965, -4.424], [-0.110, 1.417, -4.728], [-2.117, 2.036, -3.087], [-2.868, 0.157, -4.172], [-0.334, 2.888, -3.829], [1.424, 2.568, -2.366], [2.644, 0.134, -3.026], [1.964, 1.974, -3.908], [0.718, -2.131, -4.418], [1.471, -1.735, -2.368], [-2.646, -0.591, -2.014], [-4.246, -0.040, -1.515], [-2.228, -2.298, -1.739], [3.097, 0.723, -0.905], [-1.528, 0.770, -1.520], [4.267, -0.646, -1.219], [3.951, 2.290, -1.274], [-4.227, 0.303, -0.469], [-4.919, -0.904, -1.614], [-4.580, 0.775, -2.159], [-1.222, -2.642, -2.054], [-2.967, -2.867, -2.337], [-2.335, -2.575, -0.681], [3.466, 2.836, -2.089], [5.010, 2.124, -1.504], [3.882, 2.922, -0.374], [-2.029, 1.506, -0.892], [-0.137, -0.946, -2.180], [4.983, -0.692, -0.391], [4.790, -0.492, -2.168], [3.745, -1.609, -1.260], [-0.517, 2.487, 4.106], [-0.836, 2.635, 2.247], [-2.514, 1.836, 1.916], [-0.988, 4.495, 2.017], [0.521, 1.887, 1.179], [-1.102, 3.267, 4.619], [0.539, 2.663, 4.351], [-0.812, 1.525, 4.542], [-3.296, 2.399, 2.451], [-2.775, 1.852, 0.851], [-2.556, 0.794, 2.264], [-0.014, 4.985, 2.141], [-1.377, 4.760, 1.028], [-1.665, 4.922, 2.770], [1.337, 1.442, 1.798], [1.030, 2.656, 0.556]], "forces_ev_per_angstrom": [[1.411, -0.030, 7.932], [0.607, 0.921, -0.060], [-0.046, 1.459, -0.265], [-0.419, -0.906, -1.171], [0.773, -0.262, -0.603], [-1.322, 0.372, 0.020], [-0.639, -0.395, 0.152], [-0.019, -0.207, 0.127], [0.041, -0.213, -0.101], [-0.069, 0.167, -0.176], [-0.387, 0.085, 0.290], [0.076, 0.127, 0.113], [-0.079, -0.209, 0.171], [-0.123, 0.080, -0.128], [0.270, 0.497, 0.514], [0.120, 0.107, -0.163], [0.190, -0.243, 0.122], [-0.131, 0.072, 0.087], [0.757, -0.089, 0.131], [0.041, 0.199, -0.200], [0.035, -0.150, -0.087], [0.008, -0.077, 0.083], [0.167, -0.715, -0.133], [-0.057, 0.138, -0.362], [-0.009, -0.121, 0.071], [0.139, -0.047, 0.065], [-1.498, 0.645, -1.330], [-1.390, -0.016, -1.525], [-0.273, -0.053, -0.671], [0.466, -0.420, 0.598], [0.179, -0.869, -1.994], [1.972, 0.096, -1.821], [0.500, 0.179, -0.254], [-0.319, 0.338, 0.339], [0.102, -0.242, 0.319], [-0.382, -0.135, 0.161], [0.097, 0.178, -0.083], [-0.016, 0.041, 0.460], [0.315, -0.392, -0.214], [0.691, 0.204, -0.365], [0.195, -0.260, -0.016], [-0.391, -0.125, -0.010], [-0.469, -0.184, -0.277], [-0.190, -0.017, 0.506], [0.049, 0.506, -0.013], [-0.350, 0.216, 0.251], [3.086, 2.226, 0.641], [-1.212, -1.186, -0.121], [-0.602, -1.116, 0.454], [-1.271, -0.834, 0.743], [-1.104, -0.193, 0.327], [0.056, 0.190, -0.557], [0.054, 0.233, -0.097], [0.184, -0.210, -0.315], [-0.333, 0.462, 0.139], [0.087, -0.067, 0.007], [-0.562, 0.586, 0.004], [0.292, -0.004, 0.342], [-0.171, 0.073, -0.298], [0.236, -0.079, 0.057], [-0.256, -0.007, -0.076], [-0.023, -0.304, -0.302], [0.212, -0.187, 0.278], [0.867, -0.080, -0.996], [-0.127, 0.064, -0.154], [0.142, -0.113, 0.129], [0.015, 0.216, 0.117], [-0.108, -0.010, 0.116], [0.587, -0.162, 0.364], [-0.345, 0.094, 0.042], [-0.111, 0.143, -0.274], [0.168, -0.139, -0.639], [0.119, -0.191, -0.135], [-0.232, 0.010, -0.066], [0.180, 0.240, -0.128], [0.145, -0.197, -0.129], [-0.036, 0.084, 0.167], [0.105, 0.160, -0.079], [-0.140, -0.123, -0.034], [0.053, 0.089, 0.045], [0.092, -0.127, -0.191], [-0.461, 0.109, -0.197], [-0.207, 0.097, 0.324]], "lowdin_spin": [5.1202, -0.0049, -0.0091, -0.0049, -0.0028, -0.0033, -0.0001, 0.0000, 0.0000, -0.0002, -0.0003, 0.0000, -0.0001, -0.0001, -0.0009, -0.0002, -0.0003, 0.0000, 0.0004, 0.0000, 0.0000, 0.0001, 0.0011, 0.0001, 0.0002, 0.0002, -0.0024, -0.0005, -0.0001, 0.0000, -0.0050, -0.0033, 0.0007, -0.0005, 0.0000, -0.0001, 0.0000, 0.0000, -0.0009, 0.0001, 0.0000, 0.0001, -0.0016, 0.0000, 0.0000, 0.0002, -0.0024, -0.0007, 0.0009, -0.0098, -0.0163, -0.0011, -0.0018, 0.0000, -0.0002, 0.0000, 0.0003, 0.0003, 0.0003, -0.0001, -0.0001, -0.0002, 0.0012, -0.0016, -0.0001, -0.0002, 0.0000, -0.0008, -0.0054, -0.0002, -0.0011, -0.0387, -0.0001, 0.0000, 0.0000, 0.0000, 0.0001, 0.0000, -0.0001, 0.0000, -0.0002, -0.0017, -0.0015]}


(2)
{"formula": "C27H53BN2O39P2S9", "method": "the ωB97M-V functional and the def2-TZVPD basis", "total_energy_ev": -228457.0203, "e_lumo_ev": -0.563, "multiplicity": 1, "species": ["C", "C", "C", "O", "C", "O", "C", "S", "C", "C", "N", "C", "C", "B", "O", "O", "P", "P", "O", "O", "O", "C", "C", "O", "O", "N", "O", "C", "O", "C", "S", "H", "H", "H", "H", "H", "H", "H", "H", "H", "H", "H", "H", "H", "H", "H", "H", "H", "H", "H", "H", "H", "H", "H", "H", "H", "C", "C", "O", "S", "O", "O", "O", "H", "H", "H", "H", "C", "C", "O", "S", "O", "O", "O", "H", "H", "H", "H", "C", "C", "O", "S", "O", "O", "O", "H", "H", "H", "H", "C", "C", "O", "S", "O", "O", "O", "H", "H", "H", "H", "C", "C", "O", "S", "O", "O", "O", "H", "H", "H", "H", "C", "C", "O", "S", "O", "O", "O", "H", "H", "H", "H", "C", "C", "O", "S", "O", "O", "O", "H", "H", "H", "H"], "xyz": [[-1.723, -4.185, 1.833], [-2.134, -2.759, 1.385], [-2.983, -2.922, 0.106], [-2.908, -1.832, -0.824], [-2.030, -2.064, -1.846], [-2.405, -2.282, -2.968], [-0.564, -1.990, -1.448], [0.528, -2.209, -2.890], [2.156, -1.868, -2.148], [2.623, -3.090, -1.344], [3.863, -2.852, -0.565], [3.805, -1.623, 0.336], [5.208, -1.468, 0.935], [5.516, -0.018, 1.502], [6.738, 0.544, 1.179], [4.653, 0.709, 2.323], [2.404, -1.939, 1.576], [3.058, -1.622, 3.630], [4.456, -1.966, 3.937], [2.656, -0.157, 4.120], [2.096, -2.574, 4.518], [3.394, -0.474, -0.565], [4.479, -0.133, -1.612], [5.076, -1.064, -2.228], [4.673, 1.092, -1.790], [2.112, -0.692, -1.276], [-2.847, -2.201, 2.497], [-3.170, -0.898, 2.289], [-2.621, -0.176, 1.485], [-4.283, -0.352, 3.184], [-5.933, -0.699, 2.508], [-1.430, -4.142, 2.888], [-2.634, -4.802, 1.810], [-0.931, -4.596, 1.201], [-1.193, -2.232, 1.178], [-2.598, -3.816, -0.411], [-4.014, -3.144, 0.408], [-0.347, -2.796, -0.737], [-0.365, -1.000, -1.025], [2.841, -1.769, -3.006], [2.853, -3.874, -2.079], [1.802, -3.500, -0.747], [4.726, -2.859, -1.132], [3.956, -3.642, 0.083], [5.405, -2.286, 1.645], [5.923, -1.634, 0.110], [6.519, 1.412, 0.799], [4.934, 0.534, 3.237], [2.165, -3.340, 1.516], [2.133, 0.268, 3.420], [2.140, -3.484, 4.193], [3.221, 0.407, 0.069], [1.981, 0.097, -1.907], [-4.209, -0.908, 4.122], [-4.110, 0.699, 3.415], [-6.230, -1.872, 3.106], [-2.468, 2.992, 1.213], [-1.455, 3.853, 0.490], [-2.241, 4.695, -0.360], [-3.653, 5.006, 0.355], [-3.566, 6.266, 1.007], [-4.697, 4.695, -0.546], [-3.571, 3.866, 1.476], [-2.821, 2.176, 0.582], [-2.078, 2.584, 2.142], [-0.750, 3.268, -0.095], [-0.906, 4.492, 1.187], [-2.724, 7.963, 4.257], [-3.755, 8.405, 5.272], [-4.149, 7.196, 5.933], [-2.899, 6.191, 5.999], [-2.282, 6.312, 7.271], [-3.304, 4.937, 5.475], [-1.974, 6.935, 4.920], [-3.195, 7.527, 3.373], [-2.067, 8.774, 3.952], [-4.613, 8.889, 4.812], [-3.319, 9.074, 6.019], [-3.912, -5.304, 6.768], [-4.203, -3.976, 7.433], [-3.104, -3.137, 7.058], [-2.596, -3.546, 5.589], [-3.175, -2.672, 4.631], [-1.197, -3.772, 5.645], [-3.350, -4.961, 5.494], [-3.167, -5.874, 7.327], [-4.806, -5.908, 6.637], [-4.271, -4.056, 8.515], [-5.120, -3.528, 7.044], [-4.307, -2.125, -5.702], [-5.675, -1.818, -5.139], [-6.576, -2.608, -5.927], [-5.843, -3.969, -6.366], [-6.224, -5.001, -5.469], [-5.967, -4.109, -7.771], [-4.344, -3.525, -6.012], [-4.125, -1.575, -6.628], [-3.514, -1.913, -4.991], [-5.929, -0.763, -5.210], [-5.759, -2.142, -4.100], [7.447, 0.510, -6.708], [7.634, -0.983, -6.859], [7.183, -1.534, -5.619], [5.991, -0.620, -5.026], [4.747, -1.213, -5.387], [6.299, -0.283, -3.696], [6.223, 0.661, -5.986], [8.250, 0.953, -6.114], [7.387, 1.017, -7.668], [8.670, -1.254, -7.042], [7.005, -1.381, -7.660], [-9.860, 3.433, 0.240], [-9.286, 3.734, -1.128], [-8.275, 4.717, -0.887], [-7.606, 4.460, 0.552], [-6.405, 3.736, 0.372], [-7.653, 5.670, 1.289], [-8.737, 3.457, 1.122], [-10.561, 4.209, 0.556], [-10.352, 2.464, 0.280], [-10.032, 4.117, -1.819], [-8.807, 2.853, -1.562], [10.417, 1.538, -3.730], [11.102, 0.422, -2.973], [11.378, -0.571, -3.969], [11.674, 0.146, -5.372], [13.076, 0.250, -5.548], [10.829, -0.436, -6.352], [11.101, 1.596, -4.993], [9.366, 1.303, -3.919], [10.486, 2.493, -3.217], [10.478, 0.010, -2.184], [12.053, 0.752, -2.549]], "forces_ev_per_angstrom": [[-0.996, 0.669, 0.593], [0.932, -1.449, -0.273], [0.916, -0.205, 0.389], [-0.216, -0.284, -0.173], [0.040, -0.184, -0.643], [0.132, 0.333, 0.708], [0.203, -0.021, -0.284], [-0.092, 0.066, -0.221], [0.157, -0.097, 0.492], [-0.385, -0.493, -1.706], [-0.384, -1.190, 1.528], [0.193, -0.628, -0.088], [0.112, -0.432, -0.562], [0.914, 0.249, 0.324], [-0.934, -0.141, -0.611], [-0.088, -0.665, -0.210], [-1.441, 1.013, -0.546], [1.331, -1.364, 1.793], [0.186, 0.460, -0.453], [-0.538, -0.660, -0.880], [-0.464, 0.585, -1.010], [-0.297, 0.826, -0.190], [1.695, 1.033, -0.841], [-2.798, -1.626, 3.314], [-0.573, -0.637, 0.535], [0.218, -0.674, -0.285], [-0.278, 1.286, -2.547], [-0.102, 1.218, 0.083], [-0.015, -0.713, 0.270], [0.658, -1.564, 0.821], [-0.206, 0.304, -0.349], [0.313, -0.076, -0.326], [0.409, -0.194, -0.150], [-0.204, -0.015, 0.113], [-0.512, 0.442, 0.121], [-0.240, 0.098, 0.181], [0.030, 0.435, -0.314], [-0.166, 0.402, 0.170], [-0.068, -0.368, 0.302], [-0.206, 0.158, 0.127], [0.017, 0.146, 0.232], [0.451, 0.322, 0.428], [-0.353, 1.056, -0.520], [0.107, 0.021, -0.151], [-0.168, 0.454, 0.196], [-0.230, 0.273, 0.112], [0.511, 0.130, 0.380], [-0.258, 0.294, -0.035], [0.558, 0.107, 0.376], [0.030, 0.316, 0.333], [0.027, 0.009, 0.327], [0.207, -0.175, -0.105], [-0.012, 0.167, 0.343], [-0.133, 0.317, -0.070], [-0.313, -0.049, -0.485], [0.447, 0.228, 0.080], [0.043, -0.430, -0.373], [0.257, 0.216, 0.469], [-0.348, -0.232, 0.038], [0.353, -0.427, -0.009], [-0.177, 0.149, 0.044], [1.661, 1.206, -0.920], [0.216, 0.437, -0.034], [0.052, -0.040, 0.057], [-0.178, 0.117, 0.097], [-0.133, 0.097, -0.218], [0.025, -0.054, 0.008], [-0.367, -0.050, -0.565], [0.302, 0.390, 0.252], [0.143, -0.285, -0.310], [-0.087, 0.420, -0.256], [0.080, -0.228, -0.004], [-0.007, -0.106, 0.220], [-0.120, 0.094, 0.408], [0.007, 0.027, -0.002], [0.185, -0.129, 0.137], [-0.141, -0.245, 0.058], [-0.004, 0.020, -0.036], [0.200, -0.259, 0.417], [-0.510, 0.064, -0.173], [0.349, -0.356, -0.140], [-0.443, -0.098, 0.510], [0.101, -0.689, 1.658], [0.046, 0.182, -0.165], [-0.127, 0.396, -0.026], [-0.026, 0.010, 0.016], [0.034, 0.046, -0.248], [0.231, 0.139, 0.002], [-0.019, -0.049, 0.034], [0.164, 0.510, -0.283], [0.115, -0.114, 0.533], [0.230, -0.055, -0.353], [0.218, 0.396, 0.224], [0.020, -0.170, -0.168], [-0.183, -0.153, 0.014], [-0.397, -0.094, 0.218], [-0.043, -0.005, 0.005], [0.030, -0.298, 0.024], [-0.178, -0.078, -0.193], [0.061, 0.045, 0.002], [0.412, 0.116, 0.165], [-0.169, -0.146, -0.544], [-0.032, 0.315, 0.175], [0.414, 0.215, -0.282], [-0.051, 0.104, 0.122], [1.936, 0.981, -2.216], [-0.249, -0.432, -0.202], [0.067, -0.039, -0.086], [-0.206, 0.053, 0.067], [0.003, -0.067, 0.255], [0.005, 0.055, -0.013], [-0.375, 0.298, 0.008], [0.110, -0.467, -0.149], [-0.211, 0.150, 0.377], [-0.248, -0.299, -0.148], [-1.630, -0.823, 1.075], [0.146, 0.037, -0.047], [0.216, 0.010, -0.309], [-0.022, -0.018, -0.048], [0.179, -0.061, 0.136], [0.129, 0.225, 0.017], [-0.062, -0.023, 0.009], [-0.535, -0.130, 0.106], [0.347, 0.297, 0.288], [-0.293, 0.121, -0.339], [-0.132, 0.200, 0.628], [-0.042, -0.008, -0.297], [0.141, -0.135, -0.183], [0.308, -0.230, 0.108], [0.003, -0.005, 0.073], [0.153, 0.068, -0.200], [-0.039, -0.220, -0.176], [-0.035, 0.028, 0.015]], "mulliken_charge": [-1.5416, 1.0551, -1.0337, -0.2361, 0.2482, -0.6466, 0.2864, -0.1834, 0.6054, -1.1103, 0.1513, 0.4682, -1.4886, 0.7835, -0.5454, -0.6289, -0.0614, 0.8300, -0.7042, -0.4570, -0.3301, -0.4585, -0.0060, -0.7389, -0.8061, -0.1877, 0.0860, 0.4203, -0.5196, -0.2831, -0.2249, 0.1972, 0.3812, 0.3354, -0.0052, 0.4524, 0.4723, -0.2351, 0.4142, 0.0971, 0.3557, 0.2543, 0.5513, 0.4708, 0.4650, 0.2216, 0.3113, 0.3016, 0.0174, 0.3614, 0.2935, 0.6375, 0.3875, 0.0344, 0.3599, 0.1027, -0.1300, -0.3131, -0.3600, 1.0390, -0.5511, -0.5166, -0.2587, 0.2101, 0.2310, 0.2899, 0.3160, -0.1168, -0.3475, -0.3239, 1.0825, -0.5557, -0.4743, -0.2976, 0.1372, 0.3030, 0.3242, 0.2957, -0.3435, -0.3597, -0.3346, 1.0183, -0.3642, -0.5811, -0.3000, 0.2980, 0.3189, 0.3334, 0.2537, -0.0664, -0.2701, -0.3336, 1.1105, -0.5398, -0.5429, -0.2795, 0.2887, 0.1112, 0.3168, 0.2646, -0.0108, -0.3467, -0.3683, 1.2083, -0.6382, -0.3493, -0.3939, -0.0607, 0.3414, 0.2928, 0.3361, -0.3519, -0.3225, -0.3325, 1.1590, -0.3831, -0.6113, -0.3089, 0.2886, 0.3133, 0.3089, 0.2705, -0.0406, -0.3551, -0.3145, 1.0683, -0.5549, -0.4884, -0.3106, 0.0389, 0.3195, 0.3358, 0.3012]}